(1)
C16H21Cl5F3IrN4O7Se as an isolated structure. Source: OMol25; level of theory: ωB97M-V with the def2-TZVPD basis set.

Summary:
F_max, eV/Å: 0.7
Relative energy (zero: lowest compared OMol25 entry of this formula, charge and spin), eV: 10.745
Total charge: 0
HOMO-LUMO gap (alpha / beta), eV: 7.7 / 6.2
DFT total energy, hartree: -6473.81207
Multiplicity: 5
HOMO energy (alpha / beta), eV: -8.41 / -8.99
E_LUMO (alpha / beta), eV: -0.672 / -2.792

CARTESIAN COORDINATES (ANGSTROEM)
Ir: 0.0598 -0.0052 -0.8256
N: -5.5600 -2.7327 -0.3185
C: -1.8948 0.1396 -0.8901
C: -2.1050 2.5797 1.0373
C: -0.8526 2.7533 0.2636
N: 0.0992 1.6292 0.4527
C: -1.0543 3.1286 -1.2180
C: -1.4767 2.0556 -2.2287
N: -0.2852 1.2231 -2.5243
C: -2.5958 1.0893 -1.7812
H: -3.1680 0.0076 1.0514
H: -5.6661 -3.7083 -0.0192
H: -6.4948 -2.5105 -0.6802
H: -2.2221 -2.0680 -0.8933
H: -2.2123 1.7891 1.7635
H: -2.8492 3.3628 1.0109
H: -0.3454 3.6364 0.6843
H: 0.0860 1.3055 1.4191
H: 1.0571 2.0306 0.3456
H: -0.1178 3.5587 -1.5865
H: -1.7900 3.9349 -1.2376
H: -1.7972 2.5738 -3.1354
H: 0.5660 1.7792 -2.7441
H: -0.4201 0.5826 -3.3054
H: -2.9951 0.5849 -2.6724
H: -3.4199 1.6267 -1.3009
Cl: 2.3721 -2.0212 0.8056
C: 0.7527 -2.1000 1.3564
C: -0.2401 -1.3465 0.7167
C: -1.5281 -1.6469 1.1353
Cl: -2.7971 -1.0900 0.0233
C: -1.8991 -2.4814 2.1704
Cl: -3.5524 -2.6993 2.5770
C: -0.8751 -3.1114 2.8626
Cl: -1.2426 -4.1001 4.2149
C: 0.4440 -2.9437 2.4289
Cl: 1.6954 -3.7931 3.2378
F: 3.0138 -1.7185 -2.7821
C: 1.9103 -1.7802 -3.5302
F: 1.5974 -0.5256 -3.9245
F: 2.2021 -2.4750 -4.6299
C: 0.7289 -2.4348 -2.7612
O: 0.5548 -3.6180 -2.9050
O: -0.0436 -1.6444 -2.0849
C: 3.2009 -0.0535 3.9936
C: 2.9355 0.4175 2.5839
N: 4.0141 0.6684 1.8238
O: 1.7875 0.5183 2.1621
H: 4.2471 0.0200 4.2853
H: 2.8853 -1.0952 4.0666
H: 2.5884 0.5298 4.6786
H: 4.9378 0.5968 2.2082
H: 3.9275 0.9850 0.8660
O: 2.2141 2.3995 -2.6473
Se: 2.8527 1.8193 -1.2762
O: 2.4006 2.7131 0.0065
O: 1.9831 0.2980 -1.0983
O: 4.3860 1.3665 -1.2307

Atoms 1-2, force components in eV/Å:
Ir 0.39 0.10 0.38
N -0.16 -0.07 -0.08

***

(2)
An isolated ion of composition C10H13N2O and charge +1. Source: OMol25; level of theory: ωB97M-V with the def2-TZVPD basis set.

Summary:
F_max, eV/Å: 4.1
Relative energy (zero: lowest compared OMol25 entry of this formula, charge and spin), eV: 6.089
Total charge: +1
HOMO-LUMO gap, eV: 9.0
DFT total energy, hartree: -573.18681
SMILES: C[N@@+]1(Oc2ccccc2)C=NCC1
HOMO energy, eV: -13.06
E_LUMO, eV: -4.029

CARTESIAN COORDINATES (ANGSTROEM)
C: -3.8689 0.4365 -0.0273
C: -3.2400 1.6443 -0.0266
C: -3.3369 -0.7546 -0.4398
C: -1.8129 1.5421 -0.1838
C: -1.9780 -0.8530 -0.5311
C: -1.1946 0.3680 -0.5048
C: 1.8603 1.2667 0.5920
C: 3.3557 0.5693 -0.9203
C: 2.3824 -0.5793 -0.8065
C: 0.7269 -0.8040 1.1286
N: 2.9729 1.4978 0.1012
N: 1.2183 -0.0112 0.0977
O: 0.0947 0.3957 -0.8967
H: -4.9268 0.5556 0.0042
H: -3.8140 2.4891 0.2637
H: -3.8778 -1.6678 -0.2153
H: -1.1176 2.4762 -0.2510
H: -1.5824 -1.7732 -0.6265
H: 1.3883 1.8625 1.3815
H: 4.3736 0.4656 -0.6688
H: 3.1909 0.9005 -1.9756
H: 1.8589 -0.9939 -1.7604
H: 2.7623 -1.4098 -0.3648
H: 0.5912 -1.8706 0.6375
H: 1.3234 -0.7840 2.0997
H: -0.2693 -0.3444 1.4567

Atoms 1-2, force components in eV/Å:
C -2.18 1.49 -1.57
C 3.13 -1.47 0.62

***

Which of these has the lowest total charge? C16H21Cl5F3IrN4O7Se

***

The highest DFT total energy belongs to which entry? C10H13N2O

***

Among the records above, which one has the highest total charge? C10H13N2O

***

Among the records above, which one has the highest total charge? C10H13N2O